# 1
25
Properties=species:S:1:pos:R:3:forces:R:3 method="wB97M-V/def2-TZVPD" homo_lumo_gap_ev=7.5868 total_charge=+1 max_force_ev_per_a=5.3 lumo_energy_ev=-4.11
C -1.488474 -0.053678 -0.164752 -1.0 -1.7 0.1
C -0.191035 -0.401249 -0.287457 -1.3 1.1 0.9
C -1.049982 1.950760 1.212323 2.2 -2.4 1.2
C -1.909387 -2.639829 -0.615803 1.3 -1.2 1.6
C 0.266614 1.236161 1.658402 -1.3 -1.5 -3.1
C -0.638910 -2.446977 -1.410831 1.2 1.0 -0.9
C 1.557596 1.486958 -0.516073 0.2 -1.3 -1.6
N -1.940762 1.023563 0.580266 -2.3 -1.1 -1.2
N -2.728365 -1.515374 -0.707750 2.3 4.8 -0.1
N 0.803767 0.488797 0.394004 1.9 1.3 0.3
O 0.360563 -1.511813 -0.755147 -0.6 -1.0 0.1
I -3.480906 2.167306 -0.415943 0.8 -0.7 0.4
I -4.358242 -1.584408 0.391485 -0.9 0.1 1.0
H -1.343839 2.266122 2.175817 -1.4 0.8 0.8
H -0.918847 2.731719 0.545657 0.9 1.9 -0.9
H -2.566951 -3.480595 -0.901806 0.8 0.0 -0.4
H -1.541251 -2.909639 0.438929 -0.5 0.3 -1.0
H 1.065770 1.869107 1.934042 0.5 0.9 0.6
H 0.084151 0.430380 2.349625 -0.2 0.1 0.5
H -0.112099 -3.375083 -1.428918 0.5 -0.6 -0.1
H -0.644719 -2.017464 -2.440175 -0.9 -0.5 0.7
H 2.520941 1.768196 -0.102157 -0.1 -0.1 0.6
H 1.798334 0.810156 -1.361028 -0.1 0.9 0.0
H 1.074261 2.413442 -0.878342 -0.5 -0.9 0.6
H 1.638880 -0.076739 0.705048 -1.4 0.0 -0.3


# 2
7
Properties=species:S:1:pos:R:3:forces:R:3 method="wB97M-V/def2-TZVPD" homo_lumo_gap_ev=9.8390 total_charge=0 max_force_ev_per_a=1.8 lumo_energy_ev=-1.54
N 0.904573 -1.450072 2.060071 0.2 0.3 0.6
O -0.221077 0.613295 0.714149 0.0 1.1 -0.6
F 1.356137 0.711476 -1.086492 -0.3 0.8 0.7
F -0.471772 -0.298599 -1.522598 -0.6 -1.1 -1.2
F -2.029473 1.012677 -0.768622 0.8 0.5 0.3
S 0.173684 -1.071880 0.896706 0.1 -1.8 0.1
S -0.319447 1.054986 -0.797678 -0.2 0.3 0.1


# 3
23
Properties=species:S:1:pos:R:3:forces:R:3 method="wB97M-V/def2-TZVPD" homo_lumo_gap_ev=9.4828 total_charge=0 max_force_ev_per_a=4.5 lumo_energy_ev=0.73
C -1.426292 1.402534 -1.279325 -0.8 -0.5 2.6
C -1.226886 1.633108 -2.527012 -0.4 0.8 -0.9
C -1.515552 0.035027 -0.765058 1.4 1.6 3.0
C -1.596145 2.460900 -0.241606 0.1 1.3 0.4
C -1.406479 -0.940181 -1.796869 -1.4 -4.0 1.4
C 1.229440 -2.085317 0.841752 -1.8 3.1 -1.5
C 2.619985 -0.413994 2.666023 -1.2 1.3 -1.1
O -1.146567 1.941738 -3.627437 0.5 0.0 -1.2
O -1.555972 -0.187075 0.462446 -0.5 0.0 -2.4
O 1.539306 0.492226 0.225409 0.2 0.2 0.5
S 1.125714 -0.227618 1.464266 0.6 -1.7 0.1
H -0.897810 3.309045 -0.391058 -0.3 -0.5 0.2
H -1.337138 1.912298 0.688306 -0.4 0.8 -0.3
H -2.630577 2.900122 -0.209148 0.9 -0.6 0.1
H -0.636428 -0.809132 -2.467147 1.8 0.5 -1.4
H -1.354245 -1.965719 -1.351498 0.2 0.8 -0.4
H -2.342259 -0.916358 -2.289765 -1.0 -0.1 -1.0
H 1.834989 -2.615108 1.436483 1.8 -2.2 2.7
H 0.283617 -2.572425 0.585044 0.0 0.5 0.5
H 1.794078 -1.934113 -0.056717 0.2 0.3 -0.7
H 2.362708 -1.168465 3.348965 -0.5 -1.2 0.8
H 3.394202 -0.722287 2.020285 1.2 -0.3 -0.5
H 2.888310 0.470795 3.263660 -0.4 0.0 -0.7


# 4
11
Properties=species:S:1:pos:R:3:forces:R:3 method="wB97M-V/def2-TZVPD" homo_lumo_gap_ev=10.9669 smiles=[SiH3]n1cncn1 total_charge=0 max_force_ev_per_a=5.1 lumo_energy_ev=0.76
C 0.828088 0.318808 1.899413 0.3 1.9 -1.7
C 1.063888 0.533526 -0.171079 -1.6 0.0 -2.6
N 1.575028 0.929947 0.891669 3.4 0.7 3.7
N -0.224622 -0.258008 1.408624 -0.6 -0.7 1.4
N -0.065313 -0.111420 0.102283 -1.0 -1.1 -1.4
Si -1.109788 -0.648310 -1.150311 -3.1 1.3 -1.6
H 1.034032 0.537730 2.914698 0.0 -0.3 0.8
H 1.248831 0.657495 -1.233343 0.8 0.5 0.3
H -0.257594 -0.869732 -2.339046 0.1 -0.7 0.4
H -2.126885 0.528592 -1.940058 1.5 -1.6 1.7
H -1.965667 -1.618628 -0.382851 0.4 0.1 -0.8


# 5
13
Properties=species:S:1:pos:R:3:forces:R:3 method="wB97M-V/def2-TZVPD" homo_lumo_gap_ev=7.7340 smiles="C=Cn1cn[n+](F)c1" total_charge=+1 max_force_ev_per_a=6.8 lumo_energy_ev=-5.54
C -0.761039 -1.971843 0.888600 0.1 1.4 -2.0
C -0.701150 -1.256505 -0.379333 0.6 -1.7 1.9
N 0.078237 0.026650 -0.331144 -2.7 1.2 0.0
C 1.499239 0.123027 -0.550272 -3.7 5.5 1.8
N 1.713234 1.516958 -0.350044 0.1 -1.9 -0.5
N 0.550522 2.147301 -0.089080 -2.6 -5.1 -0.4
F 0.400324 3.445926 0.143702 1.0 -0.4 -0.2
C -0.565589 1.259782 -0.062156 4.6 -0.6 -0.8
H -1.412455 -1.494725 1.688820 2.4 0.0 -0.1
H -0.143748 -2.914135 1.037219 -2.5 0.2 -0.5
H -1.214849 -1.596321 -1.328857 2.0 0.1 0.7
H 2.227524 -0.709205 -0.775387 -1.0 1.3 0.3
H -1.670251 1.423091 0.107933 1.7 0.0 -0.2


# 6
11
Properties=species:S:1:pos:R:3:forces:R:3 method="wB97M-V/def2-TZVPD" homo_lumo_gap_ev=11.0072 smiles="CC(=O)CC#N" total_charge=0 max_force_ev_per_a=2.4 lumo_energy_ev=0.62
C 0.627617 1.280940 0.003486 -0.1 -0.2 -0.3
C 0.895899 -0.209842 -0.047519 1.8 -1.2 0.8
C -0.327954 -1.168867 0.001094 -0.1 -0.5 0.4
C -1.616509 -0.449514 0.020786 -1.5 0.4 -0.5
H 1.577016 1.847942 0.141631 -0.8 -0.5 -0.2
H 0.121239 1.501168 -0.973417 0.4 0.2 0.8
H -0.104745 1.502122 0.817979 0.6 -0.1 -0.7
H -0.308339 -1.906529 -0.849001 0.1 0.8 0.8
H -0.238579 -1.770141 0.956052 0.0 0.6 -1.0
N -2.638599 0.103291 -0.045892 1.8 -0.9 0.3
O 2.012954 -0.730570 -0.025197 -2.1 1.2 -0.3


# 7
19
Properties=species:S:1:pos:R:3:forces:R:3 method="wB97M-V/def2-TZVPD" homo_lumo_gap_ev=8.8491 total_charge=0 max_force_ev_per_a=3.5 lumo_energy_ev=0.90
C -1.175696 1.593498 0.445841 0.7 1.0 1.2
C -0.147037 0.617238 -0.035760 -0.2 0.4 -0.2
C 0.472647 0.903189 -1.202528 -1.5 0.1 -0.7
C 0.154047 -0.597509 0.768088 1.1 -2.5 -0.4
C 1.575170 -0.716209 1.380791 -1.9 -1.0 1.3
H -1.217930 2.416909 -0.264554 0.0 0.3 0.1
H -2.187819 1.228021 0.527390 -0.2 -0.5 0.2
H -0.864967 1.993502 1.458334 -0.5 -0.2 -1.0
H 0.143519 1.786971 -1.791741 0.4 -0.5 0.7
H 1.394854 -0.853829 -1.491186 0.1 0.5 -0.9
H 1.369409 0.193244 -2.925493 0.0 -0.3 0.8
H 1.730475 -1.806621 1.577225 -0.1 0.9 0.3
H 2.348195 -0.409849 0.722370 0.6 0.6 -0.7
H 1.623185 -0.107434 2.332138 0.1 -0.7 -1.0
H -1.802937 -0.822898 -0.639951 0.0 -1.5 2.4
H -2.270189 -2.329453 -0.016101 0.1 -0.2 0.2
N 1.285081 0.070163 -1.918852 0.8 -0.7 0.3
N -0.592245 -1.695483 0.801017 1.3 3.3 0.2
N -1.837763 -1.463451 0.272972 -0.8 1.1 -3.0


# 8
106
Properties=species:S:1:pos:R:3:forces:R:3 method="wB97M-V/def2-TZVPD" homo_lumo_gap_ev="4.8026 / 5.0601" s2=8.751 total_charge=+2 max_force_ev_per_a=5.9 lumo_energy_ev="-9.79 / -9.54" multiplicity=6
Mn 7.627380 28.967390 22.739160 -0.3 0.2 -0.3
C 12.288820 30.907010 19.356330 -0.4 0.8 -0.6
C 10.944880 31.618670 18.992480 0.8 -1.3 0.2
O 10.696340 32.811890 19.758090 -0.9 -0.8 2.7
C 10.192640 32.603280 21.064230 0.3 0.7 -0.4
O 9.793100 31.549330 21.569420 0.7 1.6 -1.3
O 10.196720 33.766250 21.789520 -0.1 -1.3 -1.2
C 10.418230 35.012400 21.101820 0.2 0.9 -1.1
H 12.451720 30.028130 18.732530 -0.4 -0.2 0.0
H 12.438970 30.627680 20.399180 -0.3 0.2 0.0
H 13.077570 31.579100 19.018280 0.2 0.1 0.4
H 10.078350 30.964400 19.088240 0.1 -0.1 0.0
H 11.052720 31.901040 17.945230 -0.3 0.4 0.2
H 11.210360 34.985790 20.353540 0.2 -0.4 0.3
H 10.652700 35.836330 21.775810 0.0 -0.7 0.6
H 9.548470 35.342760 20.533950 -0.4 -0.4 0.2
C 2.539210 27.711900 19.317330 0.9 0.5 0.2
C 2.943580 29.195300 19.082970 -0.3 -1.1 0.1
O 4.101080 29.184860 18.237860 1.6 0.3 -1.1
C 5.385840 29.147000 18.665480 -2.1 -1.6 -1.9
O 5.708850 29.239810 19.809380 0.9 0.5 1.9
O 6.254010 28.797570 17.713140 0.5 0.4 -0.3
C 6.000220 28.601460 16.287820 -1.1 1.0 -0.3
H 3.432430 27.245910 19.733400 0.0 -0.2 0.3
H 2.350470 27.141760 18.407710 -0.3 0.5 -0.2
H 1.720620 27.572690 20.023470 0.0 0.2 -0.1
H 3.170440 29.713370 20.014760 -0.1 0.0 0.0
H 2.193310 29.724550 18.495520 0.1 0.1 0.2
H 5.694280 27.583820 16.045090 0.2 0.0 0.4
H 6.838870 28.930050 15.673990 0.6 -0.5 0.8
H 5.241630 29.285610 15.907580 -0.5 -0.1 0.5
C 6.581670 23.900100 20.084970 -0.1 -0.6 -1.3
C 8.055540 23.819870 20.361120 -0.5 -0.8 2.5
O 8.961720 24.423880 19.475260 0.2 1.2 -0.7
C 9.243250 25.717270 19.690860 2.5 -0.8 -1.4
O 8.835800 26.413620 20.575990 -0.8 0.6 0.6
O 10.254100 26.174410 18.878470 -2.1 -0.1 1.0
C 10.798100 25.518340 17.748030 1.2 -0.4 -1.2
H 6.120660 23.053190 20.593220 -0.2 0.4 0.6
H 6.383970 23.607740 19.053690 0.0 0.4 -0.3
H 6.124380 24.868260 20.289070 0.0 -0.2 0.1
H 8.339280 22.781380 20.531770 0.3 -0.1 -0.9
H 8.199310 24.192160 21.375430 0.3 0.6 0.0
H 10.237730 24.903660 17.043580 -1.2 0.0 0.8
H 11.637350 24.879330 18.022640 0.1 0.2 0.3
H 11.150860 26.313630 17.091390 0.3 0.1 0.4
C 12.353120 24.091920 23.346300 0.8 -0.6 -0.5
C 12.646360 25.442020 23.993480 -0.5 -1.1 -1.2
O 12.003530 25.551000 25.264860 0.0 1.2 1.5
C 10.990000 26.394410 25.506350 -2.2 -1.8 -0.1
O 10.341580 26.934810 24.597440 1.2 -0.1 2.3
O 10.482990 26.277550 26.842050 0.8 1.0 -2.8
C 11.300750 25.805340 27.941570 0.3 -0.4 -0.6
H 11.338450 23.747140 23.147080 -0.2 0.8 0.1
H 12.835850 23.217640 23.782980 0.1 0.3 0.6
H 12.892590 24.189890 22.404240 -0.3 -0.2 -0.4
H 12.356850 26.180530 23.245910 -0.3 0.5 0.7
H 13.731210 25.476990 24.093350 -0.1 0.3 0.6
H 11.520480 24.744020 27.825890 0.3 0.1 -0.3
H 10.732370 25.851020 28.870520 -0.2 0.6 -0.3
H 12.203920 26.413930 27.986350 0.0 -0.2 0.2
C 5.075550 23.065750 26.598540 -0.4 0.0 -2.3
C 5.283800 23.929220 25.307040 2.5 -0.1 2.3
O 4.236510 24.816210 25.108010 -2.8 1.7 -1.3
C 4.330490 25.981330 24.403520 0.9 -1.0 0.5
O 5.430570 26.470050 24.126040 -1.7 0.1 -0.1
O 3.135050 26.529100 24.089950 2.3 -0.1 -0.9
C 1.918950 25.865660 24.374480 -1.1 -0.8 1.6
H 4.417630 22.242680 26.319600 -0.5 0.2 0.6
H 4.709160 23.720980 27.388810 0.1 -0.5 0.1
H 6.026420 22.561970 26.772180 0.1 0.4 0.5
H 5.553710 23.323570 24.441920 -0.4 0.2 -0.2
H 6.127540 24.544940 25.618630 0.5 0.0 -0.7
H 1.655750 26.244920 25.361890 -0.3 -0.5 0.1
H 1.989360 24.777950 24.380060 0.4 0.2 0.2
H 1.056290 26.078620 23.743160 0.8 0.7 -0.7
C 12.307500 31.984000 27.167010 -0.8 -0.9 0.6
C 10.922090 31.629030 27.783670 1.5 -1.6 0.1
O 10.013000 32.518020 27.295400 -4.9 2.3 -2.3
C 8.898120 32.170750 26.504110 1.6 0.2 -0.8
O 8.754960 31.076530 25.940050 -0.1 2.5 1.5
O 8.068050 33.259010 26.262380 1.5 -2.3 0.3
C 8.406900 34.567800 26.722620 -0.1 0.8 0.9
H 13.028710 31.217190 27.449770 0.1 0.0 0.0
H 12.695610 32.947270 27.498050 -0.3 0.0 -0.1
H 12.186140 31.945590 26.084470 0.1 0.2 0.0
H 10.842170 31.693350 28.868830 0.5 0.1 0.1
H 10.571120 30.630890 27.521670 0.5 -0.3 -0.2
H 7.526630 35.194900 26.581320 0.0 -0.3 -0.4
H 9.257580 35.032280 26.223910 0.0 -0.4 -0.3
H 8.594500 34.622440 27.794960 0.1 -0.5 0.0
C 3.358980 34.002500 20.456770 0.8 0.0 -2.0
C 4.682730 34.179910 21.192470 -1.8 0.3 1.2
O 5.111200 32.993390 21.864070 -0.5 -1.0 1.6
C 4.545910 32.436460 22.991370 -0.6 0.2 -1.9
O 4.924210 31.321070 23.256340 0.6 -0.6 1.1
O 3.507690 33.065420 23.550570 1.7 1.5 -0.6
C 2.988120 32.779550 24.882120 -0.8 -1.5 -1.3
H 2.513180 33.515100 20.941710 0.4 0.2 0.3
H 3.576250 33.531530 19.498090 -0.1 -1.0 0.1
H 3.056240 34.942280 19.994980 -0.3 0.5 0.8
H 4.462870 34.924280 21.957760 0.7 0.4 -0.1
H 5.517130 34.405710 20.528470 -0.3 0.3 0.2
H 2.269600 33.560790 25.130080 0.7 0.3 0.0
H 3.741650 32.539130 25.632110 0.0 0.3 -0.3
H 2.367400 31.915750 24.644070 0.0 -0.4 0.8


Let's list energy above the lowest of the compared OMol25 structures with the same formula, charge and spin in order: 21.80 151.27 243.06 100.64 426.21 56.29 203.98 1098.18 kJ/mol.